Record 1
Formula: C8H6AuBr4N2O4
Source: OMol25
Level of theory: ωB97M-V with the def2-TZVPD basis set

Positions of all 25 atoms, in Å:
C: -2.465369 1.569291 -0.411378
Br: -0.836993 5.363291 0.188149
C: -3.452551 4.260015 -0.191309
C: 4.549625 -0.198821 0.199678
Br: -6.171332 3.533180 -0.503118
O: -0.312949 2.444370 -0.037021
N: 2.059285 -0.246282 2.703435
Br: -4.093413 6.005557 -0.037420
C: 2.566136 -0.292647 1.450546
H: 4.274239 0.690889 -0.362157
Br: -4.984977 0.459754 -0.898617
H: 5.607160 -0.185037 0.435593
C: -3.846259 1.883082 -0.542098
H: 4.294529 -1.085697 -0.374447
Au: -0.108109 -0.016253 0.109938
O: 3.872785 -0.210176 1.473906
C: -1.524789 2.675359 -0.161973
H: 2.706227 -0.174073 3.472495
O: -2.060334 0.376752 -0.509678
N: 0.705524 -0.408062 2.949595
H: 0.376291 0.315530 3.573172
O: 1.945676 -0.427192 0.382162
C: -4.337356 3.204937 -0.408126
H: 0.514984 -1.318292 3.350506
C: -2.069629 4.002526 -0.080434

Cartesian forces (eV/Å) of the 3 atoms listed first:
0.187 -0.460 -0.040
-0.346 -0.364 -0.071
-0.844 -0.169 -0.103

The LUMO energy (spin up / spin down) comes out at -3.100 / -6.953 eV. The charge is +1. The maximum force comes out at 0.95 eV/Å. The gap between HOMO and LUMO (spin up / spin down) comes out at 0.31473 / 0.18597 Eh. The value obtained for the energy is -11150.336790 hartree. As for the spin multiplicity: 3. For the highest occupied orbital energy (spin up / spin down), the calculation gives -11.66 / -12.01 eV. The value obtained for the molar mass is 710.73 g/mol.

---

Record 2
Formula: C56H103F9O28
Source: OMol25
Level of theory: ωB97M-V with the def2-TZVPD basis set

Positions of all 196 atoms, in Å:
C: 17.939908 20.635945 13.619303
H: 18.261227 14.785524 13.902253
C: 18.700920 17.504987 9.704950
H: 24.136139 12.551685 17.492760
C: 21.757079 15.450487 17.827138
H: 13.949908 21.769776 22.069068
C: 25.850854 16.521974 20.101449
C: 18.101992 15.557956 13.142267
H: 9.432341 18.096746 18.154699
C: 24.811593 15.705601 19.402985
C: 19.397015 17.099266 16.623150
C: 22.510008 14.704481 14.234399
H: 16.557863 16.783327 12.368439
F: 18.054597 21.251346 12.464288
H: 17.420480 17.735615 16.346151
C: 13.480768 17.425520 18.330073
C: 21.135552 20.085986 17.946735
H: 19.064149 10.117813 12.052448
C: 20.397531 15.038021 17.333886
O: 21.886574 20.218091 19.200182
H: 20.253199 15.903761 9.720726
H: 23.813068 16.149458 19.378231
O: 18.288905 14.918247 11.837008
H: 18.537071 13.331280 22.768376
H: 20.173811 11.492797 11.923049
O: 25.329225 10.332176 16.701766
H: 23.977523 12.199601 15.797303
H: 15.384541 23.960043 14.883556
H: 26.798355 16.004454 20.119204
H: 24.344144 12.455204 21.700822
H: 17.165537 11.643375 16.515180
C: 23.955022 10.452122 17.066510
C: 24.520667 15.604100 13.264982
O: 20.766157 19.276285 11.192961
C: 17.961382 13.253520 10.172830
H: 19.964984 14.180283 17.812350
H: 16.543723 12.011708 14.866833
O: 12.645494 18.116551 19.128796
C: 18.007742 12.780322 19.194223
H: 15.491934 22.128956 22.868091
H: 15.162405 22.465253 15.948298
H: 20.307659 19.387423 18.124739
C: 18.991443 17.991487 21.483764
H: 18.156860 18.452843 17.810818
H: 27.937410 8.437927 17.034096
H: 18.344582 16.965631 8.820687
O: 19.474726 16.178452 17.568301
C: 21.312138 13.873439 21.647364
C: 20.104320 16.971965 9.933494
C: 23.188792 19.490795 21.113614
C: 18.016136 13.787495 23.622055
H: 17.267603 12.444384 18.482052
C: 20.849698 18.254580 11.855286
H: 15.259853 17.968021 19.411778
H: 27.490537 9.786829 15.809545
H: 18.498727 14.396081 20.529077
C: 25.559425 15.359039 12.141164
C: 22.094246 15.030895 22.160289
H: 21.308405 14.991264 12.606776
C: 17.791154 13.719964 11.588031
H: 20.084909 9.524855 14.359790
O: 18.350526 16.148926 22.798849
C: 21.297321 14.276384 13.436970
H: 25.944280 14.339854 12.190816
F: 24.497970 19.407874 20.728270
H: 20.635103 10.849496 24.372578
O: 20.532542 17.043550 11.396464
H: 23.659538 11.855113 20.293011
H: 10.564495 19.372693 18.308293
H: 17.136249 13.254767 15.954056
O: 19.711741 12.461867 15.754479
H: 20.340859 14.257312 13.957759
H: 27.871395 10.105405 17.525747
F: 19.035211 20.955113 14.322139
C: 18.727546 12.020683 15.192389
H: 16.720574 14.252370 19.940284
C: 22.102669 19.711841 16.854874
H: 20.889068 9.881667 11.958252
H: 18.880757 16.294100 13.234778
H: 16.739220 22.708965 18.046186
H: 21.686803 15.829698 18.807979
O: 17.322321 20.126812 19.271761
C: 17.871107 10.552241 19.948251
C: 26.000227 9.287182 17.150015
H: 25.512673 16.809301 21.104888
C: 20.038880 10.496144 12.313189
H: 14.990430 18.876669 17.879988
F: 20.175199 17.822810 22.034237
H: 10.929145 18.004265 17.225184
H: 17.268682 13.089068 23.964501
C: 21.467159 18.136614 13.212916
F: 23.033626 18.558017 22.064803
C: 16.740502 16.082115 13.194447
H: 22.339939 14.550658 17.780311
H: 13.947212 22.664633 13.134744
C: 17.845232 17.057894 21.991023
C: 18.336385 18.134838 16.821563
H: 22.237776 10.952881 24.039373
H: 22.741756 13.984604 14.992249
H: 16.018807 15.268936 13.202028
H: 21.998257 15.862980 21.462247
O: 23.642573 14.577943 13.325676
O: 16.147747 20.306599 15.174790
C: 17.299980 12.231887 15.601379
H: 19.072154 13.188156 10.075243
O: 17.377003 12.989417 12.542963
O: 16.757289 17.198938 21.603972
H: 21.379704 9.680125 23.254274
H: 21.428129 13.257019 13.027034
H: 18.743472 13.906914 24.440020
C: 21.304285 10.719963 23.529934
H: 18.397356 22.267571 18.110333
O: 24.536575 16.530147 14.088384
H: 25.094829 15.400543 18.382356
H: 22.328058 17.505174 13.074099
O: 24.549279 14.486167 20.193719
H: 17.746011 8.645856 21.112147
C: 15.676010 20.596431 21.227184
C: 13.900189 22.584334 14.230485
H: 13.126858 23.234041 14.581706
H: 23.856187 10.226619 18.118477
H: 21.643217 13.387418 20.756662
H: 22.388572 15.705132 14.620786
C: 24.620747 12.239924 20.669751
O: 20.687593 11.254739 21.252362
C: 23.616390 11.905927 16.790197
H: 16.718521 14.942690 22.478801
C: 25.194993 13.373512 19.894560
H: 16.539333 16.571533 14.144853
H: 13.511710 21.614649 14.480285
H: 16.969225 15.571224 24.169669
H: 15.522499 17.257823 17.889990
C: 18.261420 9.590020 21.023213
H: 21.633514 15.342762 23.101155
H: 17.731295 23.344138 19.439192
C: 20.114776 10.478781 13.879821
C: 22.280700 19.205476 19.885096
H: 11.344234 16.568348 19.131572
C: 15.206723 22.896483 14.943898
H: 20.735024 21.099348 17.849039
H: 16.514774 20.049524 21.573900
H: 18.101342 16.997551 10.461614
H: 17.519373 13.879492 9.438933
C: 14.894088 17.919242 18.407888
H: 25.295488 11.433609 20.536041
H: 22.719903 18.846182 16.969422
O: 16.282129 21.694201 20.502522
O: 16.380493 22.359298 14.279429
O: 17.790837 11.813173 20.331625
H: 22.558000 12.146408 16.881616
C: 17.785726 14.191047 19.725076
O: 22.066717 18.080787 19.605151
H: 20.405745 14.797257 16.292490
H: 20.978556 11.060594 14.247966
H: 19.218410 9.186248 20.601369
H: 23.125789 14.669093 22.175370
H: 18.972937 12.563146 18.822782
C: 17.572219 22.500125 18.740008
H: 20.259377 14.086049 21.590034
H: 17.488811 12.317618 9.990307
H: 18.513246 19.035214 16.229791
C: 11.302652 17.647853 19.234520
C: 21.106898 11.628470 22.393700
H: 14.719101 20.596940 23.174777
O: 13.114255 16.493888 17.662915
H: 24.920891 15.279247 11.231440
O: 20.219684 17.162648 15.777241
O: 26.154100 13.228088 19.113440
H: 21.935523 19.069296 13.465190
H: 14.977793 20.018840 20.608175
H: 23.419997 9.706516 16.502517
H: 20.910988 17.556496 9.412217
H: 18.490186 10.027903 21.978899
C: 10.471620 18.271695 18.157142
H: 22.795953 20.540693 16.637136
O: 17.725240 10.192579 18.778264
C: 17.444313 15.161992 23.284708
C: 17.051364 21.321268 19.493575
O: 21.478139 12.858680 22.686915
H: 18.559173 18.580152 9.614808
F: 18.568323 19.257128 21.817516
H: 10.959380 17.870575 20.264882
H: 22.148687 16.259790 17.219754
H: 21.611568 19.488011 15.923342
H: 20.892544 17.672079 13.997573
F: 17.902341 19.317850 13.406115
H: 26.001509 17.422565 19.532717
F: 23.042248 20.677718 21.698431
C: 27.450006 9.389732 16.845246
O: 25.452137 8.433877 17.810681
H: 26.355298 16.081070 12.187775
O: 18.779760 11.110091 14.203429
F: 19.203268 18.141101 20.171177
H: 18.077308 14.871710 18.930015
C: 16.663149 21.050613 14.457584
C: 14.919633 21.325395 22.376825

Cartesian forces (eV/Å) of the 3 atoms listed first:
-0.445 0.250 0.398
-0.026 0.141 -0.045
0.117 -1.829 -0.163

The LUMO energy comes out at 0.363 eV. The maximum force comes out at 4.99 eV/Å. The gap between HOMO and LUMO comes out at 0.37576 Eh. The value obtained for the energy is -5201.198561 hartree. As for the spin multiplicity: 1. For the highest occupied orbital energy, the calculation gives -9.86 eV. The value obtained for the molar mass is 1395.39 g/mol. Its energy above the lowest of the compared OMol25 structures with the same formula, charge and spin is 0.00 kJ/mol.

---

Record 3
Formula: C22H52BN4O16P3
Source: OMol25
Level of theory: ωB97M-V with the def2-TZVPD basis set

Positions of all 98 atoms, in Å:
H: 6.430358 -4.841730 2.846543
C: -9.188393 1.622580 -1.870278
O: -0.797470 2.102123 1.753065
N: -1.482542 -3.158079 -2.588835
H: -8.333884 6.450418 -0.105613
H: 8.183981 -5.218195 1.094571
H: 0.264554 -0.689557 0.103886
H: -1.061211 -0.406702 -1.025912
N: 0.305953 -3.826379 -0.642863
N: -0.942621 -3.569951 -0.303691
C: -1.750399 -3.274070 -1.306736
C: -7.781778 5.571925 0.231759
H: -9.196299 0.975526 -2.748890
O: 0.114578 1.989828 -0.467725
H: 10.620447 -3.408954 -0.360665
H: 8.497914 -6.185664 2.540472
H: -2.968337 -0.438267 1.260417
O: -3.057431 -3.028042 -0.958098
P: 6.525693 -2.560113 1.168920
H: 2.552039 4.046704 -0.592629
O: 7.713620 -1.848685 0.358684
O: -3.303490 -5.331200 -1.555275
H: 1.991709 5.686370 -0.342320
C: 2.016342 -4.090313 -2.341641
C: -2.161920 0.076496 1.784013
O: 0.684653 3.764698 1.229698
H: 3.576428 5.200532 0.275900
H: -5.491376 5.100726 -1.882260
H: 1.665305 5.366857 2.011941
H: 2.066592 -5.179224 -2.362399
H: -2.015674 1.500647 0.151839
C: -6.456568 6.007048 0.825705
P: 0.669356 2.149086 1.087283
H: -10.812591 2.747562 -2.731937
C: 0.025905 -0.418791 -0.928110
O: -7.625348 4.736680 -0.912039
C: -3.876700 4.110424 -0.817276
O: -5.943727 3.072172 -1.600014
H: -3.233349 3.245612 -0.981038
H: 9.430681 -4.716620 2.239026
C: 9.592871 -3.106744 -0.564224
H: 3.831702 -3.001554 -2.050602
H: -1.249706 -0.512391 1.692905
H: 7.673778 -4.348928 3.979634
H: -4.252237 4.035603 0.203770
H: 4.380924 -0.367864 3.791993
C: 4.062135 -1.149599 3.100567
H: 4.128825 -4.196357 0.087226
H: 0.420176 1.187839 -2.300858
H: 9.555880 -2.672595 -1.563675
H: 4.398274 0.192942 1.465202
O: 5.292828 -3.387825 1.185668
C: -5.010660 4.127456 -1.825590
C: -10.513472 2.351205 -1.760032
O: -8.138356 2.692322 0.383354
H: 2.658570 -2.755619 -0.721545
C: -1.973837 1.480685 1.236096
C: 7.408756 -4.364612 2.921595
H: -6.616395 6.690631 1.660010
O: 3.732318 -4.537485 -0.724583
H: 1.713815 0.857796 -1.165478
C: 9.112392 -2.105197 0.470478
O: 5.975565 -1.094626 1.601368
H: -9.016580 0.978723 -1.009437
B: -3.860264 -4.104563 -1.323620
O: 2.097992 1.813504 0.834937
H: 2.197610 -3.742583 -3.355498
O: -8.101458 2.533759 -2.038013
C: 8.440887 -5.167464 2.154959
C: 4.570488 -0.857076 1.702364
O: -5.214721 -3.866527 -1.463765
H: 2.972152 -1.194856 3.112797
C: 1.909860 4.472869 1.436536
C: 0.595269 -3.759078 -1.943511
H: 8.960205 -3.994126 -0.581869
H: -3.815534 -6.042119 -1.161963
H: 9.597240 -1.145684 0.283568
H: 0.418450 -1.196246 -1.582488
P: -7.307077 3.141288 -0.755459
C: 3.081170 -3.482682 -1.415808
H: 2.592298 3.884617 2.048239
H: -2.410244 0.110249 2.845351
H: -2.806746 2.099814 1.575389
H: -5.382033 -3.861556 -2.412705
H: -3.267052 5.009831 -0.904886
H: -10.453186 3.199353 -1.078970
C: 0.630344 0.925409 -1.262176
H: -5.894550 5.145710 1.193361
H: -4.599754 3.943653 -2.819752
H: 4.035380 -1.436762 0.951724
H: -5.841263 6.516321 0.082716
H: 4.454217 -2.090212 3.487251
C: 2.548800 4.870021 0.120583
O: 7.350069 -3.001691 2.505792
H: -11.295989 1.677344 -1.408750
N: -0.232649 -3.423282 -2.930201
H: -8.393289 5.085734 0.993599
H: 9.400813 -2.390251 1.478947

Cartesian forces (eV/Å) of the 3 atoms listed first:
-0.077 0.176 -0.119
-0.283 -0.021 0.087
1.419 -1.095 1.062

Its SMILES is OCCc1nnc(OB(O)O)nn1.CCOP(=O)(OCC)OCC.CCOP(=O)(OCC)OCC.CCOP(=O)(OCC)OCC. The LUMO energy comes out at -0.877 eV. The maximum force comes out at 7.07 eV/Å. The gap between HOMO and LUMO comes out at 0.32282 Eh. The value obtained for the energy is -3341.465963 hartree. As for the spin multiplicity: 1. For the highest occupied orbital energy, the calculation gives -9.66 eV. The value obtained for the molar mass is 732.40 g/mol.